Record 1
ORCA calculation (ωB97M-V with the def2-TZVPD basis set) on the molecule C8H6N2.

```
16
Properties=species:S:1:pos:R:3:forces:R:3
C 1.992 -1.341 -0.974 -3.552 2.947 1.213
C 1.590 -1.899 0.308 -1.838 3.439 -2.916
C -0.156 -0.299 0.575 -1.768 0.078 -0.234
C -1.158 0.203 1.548 1.519 2.991 -4.549
C -1.666 1.455 1.163 0.304 0.645 -0.056
C -1.558 1.932 -0.199 3.395 -5.125 -1.251
C -0.042 0.213 -0.753 1.151 0.373 0.928
C 1.156 -0.264 -1.457 -0.815 -2.532 3.119
H 2.864 -1.554 -1.529 0.747 -0.632 -0.351
H 2.012 -2.820 0.547 0.552 -1.282 1.409
H -1.306 -0.294 2.439 -0.106 -0.690 1.869
H -2.001 2.268 1.836 -0.551 -1.215 0.021
H -1.948 2.754 -0.671 -1.488 2.213 -0.002
H 1.375 0.157 -2.358 0.558 1.221 -2.422
N 0.569 -1.330 0.956 1.979 -3.060 1.279
N -0.847 1.257 -1.176 -0.087 0.630 1.943
```
Forces are in eV/Å.

As for the HOMO-LUMO gap: 8.62 eV. The calculation puts the HOMO energy at -9.07 eV. The calculation puts the molecular weight at 130.1 Da. The calculation puts the max |F| at 6.3 eV Å⁻¹. Its SMILES is c1cnc2cccnc2c1. The total energy comes out at -417.89712 a.u. The energy above the lowest of the compared OMol25 structures with the same formula, charge and spin comes out at 119.8 kJ/mol.



Record 2
ORCA calculation (ωB97M-V with the def2-TZVPD basis set) on C24H45FP2Yb as an isolated structure.

```
73
Properties=species:S:1:pos:R:3:forces:R:3
Yb -0.156 0.045 0.572 0.910 -0.298 2.621
C -2.060 1.614 1.183 -0.034 -0.814 0.168
C -2.545 0.732 0.175 0.436 -0.496 0.943
C -2.212 -0.472 2.111 -0.039 0.430 -0.463
C -1.909 0.879 2.386 -0.233 -0.070 -0.623
C -2.637 -0.565 0.764 0.452 0.754 0.053
C -1.829 3.054 0.997 -0.207 1.129 -0.113
H -1.419 3.266 -0.004 -0.086 0.103 0.277
H -1.142 3.463 1.750 -0.161 -0.046 -0.243
H -2.779 3.612 1.079 0.372 -0.050 -0.071
C -1.702 1.428 3.744 0.281 0.098 0.546
H -1.467 2.494 3.713 0.044 -0.146 0.100
H -0.903 0.890 4.266 -0.048 0.188 0.003
H -2.618 1.318 4.347 0.240 0.006 -0.229
C -2.210 -1.580 3.091 -0.098 -0.585 0.472
H -3.232 -1.805 3.436 0.257 0.023 -0.094
H -1.615 -1.337 3.976 -0.020 -0.068 -0.193
H -1.807 -2.503 2.647 -0.109 0.157 0.205
C -3.174 -1.774 0.125 -0.590 -0.709 -0.649
H -4.279 -1.807 0.180 0.435 0.024 -0.051
H -2.807 -2.684 0.611 -0.062 0.094 -0.185
H -2.899 -1.794 -0.942 -0.169 -0.255 0.233
C -2.990 1.138 -1.164 -0.721 0.537 -0.831
H -3.985 1.638 -1.136 0.558 -0.259 0.016
H -3.093 0.278 -1.827 0.040 0.092 -0.084
H -2.291 1.854 -1.611 -0.170 -0.074 -0.156
C 1.554 0.434 -2.328 0.261 0.241 0.095
C 0.535 1.290 -2.482 0.164 0.313 0.125
C -0.054 1.549 -3.848 -0.373 0.680 -0.071
C -0.926 0.433 -4.493 -0.565 -0.015 -0.136
C -1.045 -0.841 -3.698 0.256 -0.365 -0.263
C -0.007 -1.680 -3.580 -0.377 0.079 -0.281
C 1.319 -1.372 -4.225 0.098 -0.494 -0.083
C 2.157 -0.261 -3.525 0.640 -0.329 0.053
H 0.747 1.780 -4.574 -0.160 0.072 0.525
H -0.538 0.240 -5.513 -0.219 -0.074 0.547
H -0.700 2.441 -3.781 0.469 -0.226 -0.052
H 2.403 0.479 -4.308 0.025 -0.083 0.544
H 2.111 0.302 -1.376 -0.477 0.226 -0.331
H 0.174 1.968 -1.680 0.295 -0.565 -0.177
H 3.106 -0.734 -3.218 -0.287 0.403 -0.103
H 1.928 -2.289 -4.213 -0.252 0.294 -0.157
H -0.074 -2.654 -3.086 -0.264 0.355 0.042
H 1.194 -1.092 -5.290 -0.096 -0.192 0.525
H -1.939 0.843 -4.620 0.334 -0.157 -0.074
H -2.043 -1.046 -3.298 0.451 -0.245 0.045
P 1.853 1.945 1.606 0.179 1.106 -0.341
C 1.510 2.719 3.240 -0.356 -0.315 0.137
H 2.341 3.340 3.617 -0.201 -0.293 -0.396
H 1.335 1.892 3.941 -0.024 0.300 -0.056
H 0.601 3.342 3.191 0.375 -0.291 0.017
C 3.566 1.331 1.860 -0.051 -0.321 -0.081
H 4.249 2.081 2.304 -0.484 -0.233 -0.247
H 3.973 1.004 0.891 -0.028 0.069 0.320
H 3.498 0.461 2.530 0.100 0.233 -0.212
C 2.084 3.437 0.563 0.156 0.169 0.032
H 2.509 3.121 -0.403 -0.144 0.254 0.231
H 2.738 4.191 1.035 -0.241 -0.270 -0.275
H 1.083 3.874 0.394 0.470 -0.068 -0.012
P 1.085 -2.601 0.807 -0.268 -0.647 -0.113
C -0.118 -3.860 0.211 -0.232 -0.234 -0.272
H 0.337 -4.763 -0.231 -0.147 0.341 0.218
H -0.759 -3.364 -0.538 0.198 -0.453 0.180
H -0.770 -4.172 1.059 0.475 0.249 -0.531
C 2.690 -2.817 -0.066 0.257 -0.006 0.034
H 2.564 -2.874 -1.159 0.011 0.053 0.362
H 3.262 -3.698 0.290 -0.412 0.455 -0.229
H 3.269 -1.903 0.177 -0.111 -0.498 -0.198
C 1.473 -3.284 2.465 0.005 0.173 0.186
H 1.734 -4.363 2.421 -0.158 0.644 -0.181
H 0.582 -3.153 3.098 0.393 -0.008 -0.118
H 2.308 -2.721 2.905 -0.336 -0.164 -0.055
F 0.855 -0.337 2.461 -0.627 0.077 -0.826
```
Forces are in eV/Å.

As for the HOMO-LUMO gap (spin up / spin down): 8.43 / 7.75 eV. The calculation puts the HOMO energy (spin up / spin down) at -10.74 / -10.76 eV. Its spin multiplicity is 2. Its expectation value of S² is 0.7510. The calculation puts the molecular weight at 587.6 Da. The calculation puts the max |F| at 2.8 eV Å⁻¹. The total energy comes out at -2882.57611 a.u. The charge is +1. The energy above the lowest of the compared OMol25 structures with the same formula, charge and spin comes out at 14.7 kJ/mol.



Record 3
ORCA calculation (ωB97M-V with the def2-TZVPD basis set) on a 9-piece molecular cluster, C28H54FNO17S4 overall.

```
105
Properties=species:S:1:pos:R:3:forces:R:3
N 13.080 -33.983 -8.611 2.645 0.154 -2.138
H 12.878 -34.145 -7.696 -0.760 -0.476 3.677
H 14.130 -34.157 -8.692 -1.838 0.242 -0.221
H 12.909 -32.998 -8.772 -0.254 0.477 -0.531
H 12.514 -34.667 -9.111 0.158 -0.422 -0.604
F 12.464 -36.840 -8.713 0.027 0.672 -0.124
C 9.494 -34.504 -11.606 -0.122 -5.499 6.548
C 9.409 -36.068 -11.688 5.306 2.032 0.049
C 9.729 -36.794 -10.394 -1.316 0.643 -1.253
O 8.503 -37.384 -10.103 -2.092 -0.582 2.191
C 7.633 -37.237 -11.068 -3.245 -2.240 -1.769
O 6.534 -37.799 -11.193 3.064 1.907 0.856
O 8.177 -36.491 -12.058 -1.633 -0.548 -0.994
H 8.570 -34.231 -11.362 -3.976 1.611 0.791
H 9.767 -34.162 -12.419 2.441 3.453 -8.025
H 10.122 -34.099 -10.841 0.766 -0.208 0.599
H 10.316 -36.351 -12.335 -1.821 -0.022 -0.165
H 10.069 -36.134 -9.667 0.586 0.800 1.666
H 10.319 -37.633 -10.483 2.210 -1.295 -0.317
C 11.428 -29.013 -13.964 0.995 2.877 0.118
C 11.730 -30.368 -13.599 5.047 0.467 4.200
C 13.239 -30.489 -13.107 -1.080 -5.363 -1.323
O 13.138 -31.144 -11.768 -0.394 0.963 -1.699
C 11.824 -31.149 -11.407 -0.203 -1.568 4.024
O 11.441 -31.514 -10.260 1.305 1.436 -4.903
O 11.045 -30.744 -12.416 -1.235 -0.197 0.716
H 10.447 -29.171 -14.264 -2.372 1.347 -0.482
H 11.996 -28.626 -14.825 -0.113 -0.556 0.112
H 11.640 -28.233 -13.138 -0.869 -1.522 -1.088
H 11.610 -31.091 -14.298 -0.914 -1.972 -2.339
H 13.861 -29.699 -13.073 1.288 3.536 0.779
H 13.863 -31.126 -13.894 -1.420 0.385 1.858
C 7.342 -35.676 -7.214 -0.819 -3.874 3.632
C 8.482 -35.353 -6.255 -0.552 -1.985 1.662
C 9.951 -35.737 -6.590 -3.779 -6.186 2.647
O 10.475 -34.688 -7.157 3.358 0.696 -2.417
C 9.780 -33.663 -6.842 -1.612 6.412 -0.418
O 10.072 -32.510 -7.148 -0.544 -2.373 0.715
O 8.601 -33.970 -6.223 1.386 1.450 0.338
H 6.312 -35.587 -6.626 2.183 -0.336 -1.640
H 7.580 -36.716 -7.594 -0.981 0.500 0.900
H 7.344 -35.210 -8.105 -0.023 2.626 -2.764
H 8.239 -35.820 -5.186 0.343 1.221 -2.135
H 10.008 -36.769 -6.930 -0.102 0.371 -2.787
H 10.399 -36.167 -5.726 1.184 1.553 2.061
C 14.338 -37.164 -14.036 2.790 0.020 6.738
C 13.157 -37.805 -13.228 0.590 -2.175 -2.166
C 13.316 -37.398 -11.764 2.998 -2.626 -1.282
S 14.097 -35.762 -11.780 -0.389 -1.575 0.651
O 15.307 -35.793 -11.032 1.071 -0.054 0.853
O 13.159 -34.723 -11.548 -1.442 1.363 0.727
C 14.430 -35.683 -13.479 4.166 -2.099 -0.503
H 14.130 -37.083 -14.953 -2.044 0.442 -7.247
H 15.378 -37.677 -14.092 -1.687 0.670 1.003
H 13.238 -39.055 -13.275 -0.650 3.511 -0.145
H 12.282 -37.401 -13.841 0.480 -0.862 1.427
H 14.235 -38.156 -11.541 -2.135 2.038 0.489
H 12.443 -37.667 -11.204 -0.072 0.709 1.036
H 15.503 -35.240 -13.636 -2.196 -0.581 0.319
H 13.665 -35.047 -13.744 -1.511 1.297 -1.572
C 15.800 -37.366 -7.188 1.732 0.471 0.304
C 14.892 -37.462 -5.959 -1.611 -2.719 1.215
C 14.338 -36.172 -5.499 5.266 1.231 1.679
S 15.740 -35.091 -5.853 -3.220 1.660 -4.403
O 16.482 -35.013 -4.701 3.325 0.584 4.987
O 15.270 -33.845 -6.475 0.334 -0.928 0.179
C 16.663 -36.050 -7.024 2.388 -0.731 0.651
H 15.241 -37.271 -8.055 -1.734 0.728 -1.646
H 16.395 -38.260 -7.508 -0.181 0.603 1.266
H 15.400 -37.913 -5.094 0.019 -0.170 -0.410
H 13.909 -37.995 -6.103 1.463 -0.509 -0.488
H 14.240 -35.867 -4.461 -0.611 -0.881 0.201
H 13.696 -35.768 -6.110 -4.367 1.617 -3.026
H 17.702 -36.195 -6.400 -2.494 0.064 -1.739
H 16.894 -35.406 -7.929 -0.539 -1.099 0.940
C 13.091 -30.044 -3.345 2.212 0.156 0.533
C 12.216 -29.246 -4.334 -6.888 -9.616 8.327
C 11.454 -30.308 -5.148 3.706 2.775 0.584
S 12.678 -31.458 -5.565 3.520 2.512 -3.061
O 13.217 -31.115 -6.877 -0.488 -0.313 0.881
O 12.255 -32.759 -5.317 -1.548 -3.875 0.818
C 13.956 -31.085 -4.337 0.092 3.202 0.685
H 12.556 -30.542 -2.507 -0.033 -0.119 -0.992
H 13.804 -29.364 -2.763 -0.663 -0.823 -1.056
H 12.739 -28.770 -4.841 8.911 7.199 -8.950
H 11.610 -28.503 -3.954 -1.848 1.100 1.598
H 10.952 -29.755 -5.835 -0.957 0.781 -3.266
H 10.762 -30.844 -4.707 -3.439 -2.445 3.122
H 14.785 -30.424 -4.903 -1.876 -1.713 1.342
H 14.398 -31.981 -3.833 -0.627 0.770 -0.678
C 17.708 -32.988 -10.797 -5.798 0.397 3.045
C 17.354 -31.875 -11.776 -2.039 -0.583 -2.467
C 16.516 -30.709 -11.177 -2.554 -4.380 0.164
S 16.242 -31.027 -9.460 0.206 -0.283 1.567
O 15.046 -31.819 -9.204 0.469 0.965 -0.758
O 16.590 -29.916 -8.578 -0.703 -0.555 -1.229
C 17.496 -32.195 -9.400 4.983 0.720 -4.486
H 18.561 -33.621 -10.780 1.069 0.234 -0.566
H 16.822 -33.666 -10.715 0.763 -0.031 -0.669
H 16.676 -32.193 -12.752 2.296 0.330 2.293
H 18.296 -31.507 -12.049 1.117 1.004 -1.196
H 15.516 -30.714 -11.579 -0.252 0.313 -0.428
H 16.931 -29.822 -11.184 2.230 4.506 -0.552
H 17.157 -32.709 -8.646 -0.958 -3.564 4.321
H 18.542 -31.843 -9.311 -0.867 0.732 1.031
```
Forces are in eV/Å.

As for the HOMO-LUMO gap: 8.55 eV. The calculation puts the HOMO energy at -8.59 eV. The calculation puts the molecular weight at 824.0 Da. The calculation puts the max |F| at 14.5 eV Å⁻¹. The total energy comes out at -4125.26498 a.u. The energy above the lowest of the compared OMol25 structures with the same formula, charge and spin comes out at 116.2 kJ/mol.